{
  "formula": "C8H12F3N3O",
  "method": "ωB97M-V/def2-TZVPD",
  "species": ["C", "C", "C", "C", "C", "C", "C", "C", "N", "N", "N", "O", "F", "F", "F", "H", "H", "H", "H", "H", "H", "H", "H", "H", "H", "H", "H"],
  "xyz": [[-1.0057, 1.0556, -2.6639], [-1.1226, -0.4312, -2.8494], [1.1939, 1.3319, 0.7612], [1.5300, -1.0415, 0.3494], [0.9530, 0.9348, 2.3375], [1.1547, -1.3676, 1.8683], [-0.1726, 0.1528, -0.8376], [-1.8332, 0.2627, 0.4156], [-0.3799, 1.4024, -1.5753], [-0.4204, -0.9378, -1.7074], [0.9374, 0.2025, -0.0940], [1.5485, -0.2840, 2.7105], [-2.3098, 1.1155, 1.3176], [-2.8167, 0.0343, -0.5258], [-1.8287, -0.9440, 1.0536], [-1.3351, 1.8156, -3.3326], [-2.1833, -0.6022, -3.0186], [-0.5426, -0.7202, -3.6947], [0.4248, 2.0223, 0.4573], [2.2161, 1.7758, 0.5293], [2.6900, -1.0663, 0.3333], [1.1884, -1.8102, -0.2997], [1.5122, 1.7012, 2.9761], [-0.1937, 0.7593, 2.6003], [0.1120, -1.5459, 1.8755], [1.6989, -2.2995, 2.1299], [-1.0156, -1.5161, -1.1164]],
  "forces_ev_per_a": [[2.0, 0.3, 2.4], [-0.3, 1.7, -0.6], [-0.1, -0.1, 1.4], [1.7, -0.2, 2.2], [-0.6, 0.5, -0.4], [1.7, 0.3, -1.9], [-1.2, 3.2, -0.3], [0.7, -1.6, -1.9], [-1.8, -1.2, -1.4], [-0.9, -0.6, 2.5], [2.1, -1.6, 0.8], [0.6, -1.0, -0.5], [0.1, 0.6, -0.2], [-0.4, 0.8, 0.0], [0.4, -0.5, 0.6], [-0.2, 0.3, -0.6], [-0.1, -0.9, 0.4], [0.0, -0.2, -1.2], [0.0, 0.8, 0.3], [-1.2, -0.7, 0.6], [-1.8, 0.6, -0.3], [-0.2, -0.8, -0.4], [-1.4, -0.8, -0.8], [2.2, 1.2, -0.7], [-1.2, -0.1, 0.5], [-0.3, 0.8, 0.3], [0.1, -0.8, -0.6]],
  "nbo_charge": [0.14, -0.30, -0.25, -0.24, -0.09, -0.09, 0.54, 0.77, -0.43, -0.64, -0.46, -0.54, -0.33, -0.39, -0.39, 0.20, 0.23, 0.22, 0.24, 0.21, 0.20, 0.22, 0.21, 0.19, 0.18, 0.19, 0.40],
  "de_lowest_kj_mol": 231.1,
  "orbital_gap_ha": 0.3318,
  "spin_multiplicity": 1,
  "e_lumo_ev": 0.8,
  "largest_force_ev_per_a": 3.43,
  "homo_ev": -8.264
}

=====

{
  "formula": "C8H12F6N2P",
  "method": "ωB97M-V/def2-TZVPD",
  "species": ["F", "P", "C", "F", "F", "C", "F", "F", "F", "H", "C", "C", "N", "C", "C", "N", "C", "C", "H", "H", "H", "H", "H", "H", "H", "H", "H", "H", "H"],
  "xyz": [[7.6244, -0.1116, 1.0944], [6.1875, 0.8217, 0.7321], [4.7640, -0.4749, 0.5697], [4.7264, -1.3777, 1.7584], [4.9555, -1.2223, -0.7024], [3.3582, 0.4075, 0.6150], [3.1658, 1.2677, -0.5929], [2.2347, -0.5172, 0.8897], [3.5405, 1.3752, 1.7603], [6.2843, 1.4661, -0.5590], [-0.0098, -0.3886, -1.4559], [-0.5639, 0.6095, -0.4574], [-1.8991, 0.2294, 0.0144], [-2.2589, -0.0251, 1.3289], [-3.5986, -0.2955, 1.3275], [-4.0232, -0.2030, 0.0129], [-2.9826, 0.1170, -0.7702], [-5.3804, -0.4092, -0.4743], [-0.6589, -0.4709, -2.3333], [0.9827, -0.0779, -1.7955], [0.0718, -1.3834, -1.0069], [-0.6440, 1.6029, -0.9126], [0.1087, 0.6882, 0.4034], [-1.5121, 0.0272, 2.1015], [-4.3102, -0.5378, 2.0982], [-3.0138, 0.2608, -1.8446], [-5.3817, -1.2535, -1.1690], [-5.7116, 0.4959, -0.9909], [-6.0557, -0.6205, 0.3585]],
  "forces_ev_per_a": [[-3.1, 1.4, -1.8], [2.0, -0.3, 3.0], [0.5, -1.4, -0.8], [0.0, 2.6, -4.0], [-1.4, 1.4, 3.6], [-0.3, 0.8, 1.0], [0.2, -3.3, 4.1], [3.2, 3.6, -1.2], [-1.3, -3.4, -3.9], [0.1, -1.5, -0.1], [-0.1, -0.3, -0.1], [0.6, 0.3, -0.3], [-0.7, -0.1, 0.1], [-0.3, 0.0, -0.7], [0.3, 0.1, -0.6], [0.7, 0.2, 0.0], [0.1, -0.1, 1.0], [-0.4, 0.0, -0.3], [0.1, 0.0, 0.0], [-0.2, 0.0, 0.1], [0.1, 0.1, 0.0], [0.0, -0.1, 0.2], [-0.4, 0.0, -0.1], [-0.2, -0.1, 0.1], [0.2, 0.0, 0.1], [0.0, 0.0, 0.3], [-0.1, 0.1, 0.2], [0.0, -0.2, 0.1], [0.3, 0.1, -0.1]],
  "nbo_charge": [-0.54, 0.89, 0.36, -0.32, -0.33, 0.93, -0.32, -0.33, -0.32, -0.01, -0.62, -0.22, -0.28, -0.04, -0.03, -0.28, 0.24, -0.42, 0.21, 0.25, 0.23, 0.23, 0.24, 0.26, 0.26, 0.25, 0.24, 0.24, 0.24],
  "orbital_gap_ha": 0.3338,
  "spin_multiplicity": 1,
  "e_lumo_ev": -3.1,
  "largest_force_ev_per_a": 5.32,
  "homo_ev": -12.173,
  "charge": 1
}

=====

{
  "formula": "C8H12N",
  "method": "ωB97M-V/def2-TZVPD",
  "species": ["C", "C", "C", "C", "C", "C", "C", "C", "N", "H", "H", "H", "H", "H", "H", "H", "H", "H", "H", "H", "H"],
  "xyz": [[1.0121, -1.2621, -0.5610], [1.7922, -0.2396, 0.1076], [-2.2730, 0.1237, 0.1791], [-1.7805, -1.3305, 0.4229], [0.7375, -0.4665, 0.9938], [-1.1101, 0.4621, -0.6768], [-0.3595, -0.8054, -0.0695], [3.0374, 0.5526, 0.0578], [-0.5198, 1.7146, -0.6576], [1.3391, -2.2277, -0.9597], [-3.2369, 0.2551, -0.3678], [-2.0282, 0.6139, 1.0762], [-1.7223, -1.6542, 1.4127], [-2.3127, -2.0465, -0.2157], [0.6392, -0.7824, 2.0270], [-1.3830, 0.2399, -1.6731], [2.7439, 1.5498, 0.3691], [3.4251, 0.4599, -0.9361], [3.6691, 0.2732, 0.9200], [-0.7935, 2.1736, 0.2483], [-0.7864, 2.2785, -1.3616]],
  "forces_ev_per_a": [[0.0, 1.3, 1.4], [-1.7, -0.6, -0.2], [-0.9, -1.3, -0.6], [0.9, 0.5, -2.5], [-0.8, -1.0, -1.8], [0.8, -1.7, -0.7], [0.4, 0.9, 0.4], [-0.8, -0.9, 1.3], [1.3, -0.5, 5.0], [0.0, 0.3, 0.2], [0.5, 0.2, 1.3], [-1.1, 1.2, 1.5], [-0.3, -0.6, 1.6], [0.5, 0.0, 0.2], [0.4, 0.3, 0.1], [0.1, -0.6, -1.3], [-0.1, 0.4, -0.6], [0.8, 0.3, -0.1], [0.3, -0.3, -0.8], [0.7, -0.2, -1.3], [-0.9, 2.3, -3.0]],
  "lowdin_charge": [0.18, -0.13, -0.11, -0.03, 0.13, -0.39, -0.23, 0.02, 0.12, 0.16, 0.15, 0.10, 0.09, 0.13, 0.16, 0.15, 0.11, 0.10, 0.12, 0.13, 0.05],
  "de_lowest_kj_mol": 174.1,
  "orbital_gap_ha": 0.3458,
  "spin_multiplicity": 1,
  "e_lumo_ev": -4.0,
  "largest_force_ev_per_a": 5.14,
  "homo_ev": -13.448,
  "charge": 1
}

=====

{
  "formula": "C8H12N2O2",
  "method": "ωB97M-V/def2-TZVPD",
  "species": ["C", "C", "C", "C", "C", "C", "C", "C", "N", "N", "O", "O", "H", "H", "H", "H", "H", "H", "H", "H", "H", "H", "H", "H"],
  "xyz": [[-1.4445, 1.2324, -3.0261], [0.3315, -0.2468, -0.0753], [0.4967, 0.9615, 0.4326], [-0.5691, -1.3186, 0.4260], [1.5027, 1.9413, -0.0230], [-0.2337, 1.2444, 1.7141], [0.2849, -2.2619, 1.2351], [-1.8639, -1.5091, 0.2300], [-1.0112, 1.6673, -2.0666], [1.0247, -0.7050, -1.2900], [0.3820, -1.1155, -2.2262], [2.2577, -0.6637, -1.2906], [2.2998, 1.3316, -0.6881], [2.0154, 2.5752, 0.6945], [0.9926, 2.6363, -0.7784], [-1.2866, 0.8387, 1.6002], [-0.3468, 2.2790, 1.9402], [0.2470, 0.6367, 2.4768], [1.3089, -2.2122, 0.9299], [-0.1074, -3.2163, 1.1838], [0.2761, -1.8584, 2.2863], [-2.4531, -0.7347, -0.1798], [-2.3220, -2.5041, 0.4941], [-1.7817, 1.0018, -3.9996]],
  "forces_ev_per_a": [[0.1, 0.4, -0.4], [-1.5, 0.1, -0.6], [0.8, 0.1, 1.2], [0.9, -0.5, 0.2], [1.3, -0.4, -4.0], [-2.0, -1.5, -0.9], [-0.2, 2.2, 1.1], [0.3, -1.3, 0.4], [0.0, 0.2, 0.6], [1.6, 0.2, -0.2], [-0.4, -0.1, 0.1], [-0.7, -0.1, 0.1], [-1.6, 1.8, 1.7], [-0.2, -0.3, 0.4], [0.6, -0.7, 1.1], [1.1, 0.5, 0.4], [0.4, 0.7, 0.3], [0.0, 0.4, 0.5], [0.6, -0.3, -0.3], [-0.6, -2.1, 0.2], [0.0, -0.6, -0.8], [-0.7, 0.5, -0.7], [0.4, 1.4, 0.0], [-0.2, -0.4, -0.3]],
  "nbo_charge": [0.11, -0.01, 0.10, -0.01, -0.69, -0.65, -0.63, -0.37, -0.34, 0.52, -0.36, -0.40, 0.25, 0.23, 0.25, 0.23, 0.22, 0.23, 0.22, 0.22, 0.22, 0.21, 0.20, 0.23],
  "de_lowest_kj_mol": 639.9,
  "orbital_gap_ha": 0.3506,
  "spin_multiplicity": 1,
  "smiles": "C=C(C)C(=C(C)C)[N+](=O)[O-].C#N",
  "e_lumo_ev": 0.3,
  "largest_force_ev_per_a": 4.22,
  "homo_ev": -9.284
}

=====

{
  "formula": "C8H12N2O3SSr",
  "method": "ωB97M-V/def2-TZVPD",
  "species": ["O", "C", "Sr", "C", "C", "O", "O", "C", "C", "N", "C", "S", "N", "C", "C", "H", "H", "H", "H", "H", "H", "H", "H", "H", "H", "H", "H"],
  "xyz": [[-4.5271, -3.9824, 0.9316], [-3.8249, -3.3533, 0.2826], [-1.4234, -0.8389, -1.2965], [-3.9823, -1.0076, -2.7157], [-1.4301, -3.4010, -2.4890], [-4.8980, -0.8838, -3.3964], [-1.2386, -4.3955, -3.0348], [-0.2341, 2.2922, -0.6950], [-0.2018, 1.8836, 0.7686], [-0.4291, 0.4079, 0.9093], [0.4910, -0.5700, 0.5815], [-0.0320, -2.1994, 0.6796], [1.5773, -0.1905, -0.1665], [2.6246, 0.7291, 0.3981], [2.8468, 0.6302, 1.8918], [0.5099, 1.7386, -1.2903], [0.0012, 3.3545, -0.7931], [-1.2429, 2.1415, -1.1148], [0.7198, 2.1648, 1.2933], [-1.0208, 2.3528, 1.3354], [-0.9811, 0.1123, 1.7200], [2.0148, -1.0333, -0.5538], [3.5460, 0.4746, -0.1538], [2.3519, 1.7441, 0.0881], [3.2180, -0.3652, 2.1608], [3.6143, 1.3523, 2.1749], [1.9505, 0.8426, 2.4841]],
  "forces_ev_per_a": [[2.0, 1.7, -1.8], [-1.9, -1.6, 1.7], [-0.8, 0.0, -0.4], [-3.2, 0.6, -2.5], [0.9, -3.8, -2.2], [3.1, -0.5, 2.4], [-0.8, 3.7, 2.1], [0.1, -0.1, 0.0], [-0.2, -0.2, 0.6], [0.6, -0.2, 0.7], [-0.2, 0.2, -0.9], [0.5, 0.5, 0.2], [0.1, -1.5, 1.1], [0.2, 0.8, -0.9], [0.1, -0.4, 0.1], [-0.2, 0.2, 0.1], [-0.1, -0.1, -0.1], [0.1, 0.2, 0.0], [-0.2, 0.0, -0.3], [0.3, -0.1, -0.3], [0.1, 0.2, -0.3], [-0.1, 0.3, 0.3], [-0.4, 0.1, 0.3], [0.2, -0.1, 0.1], [-0.1, 0.2, 0.0], [-0.1, 0.0, 0.0], [0.1, 0.0, -0.1]],
  "nbo_charge": [-0.41, 0.43, 1.78, 0.40, 0.40, -0.35, -0.35, -0.65, -0.25, -0.70, 0.26, -0.26, -0.64, -0.23, -0.65, 0.22, 0.29, 0.19, 0.24, 0.25, 0.45, 0.43, 0.25, 0.21, 0.24, 0.27, 0.20],
  "de_lowest_kj_mol": 0.0,
  "orbital_gap_ha": 0.3205,
  "spin_multiplicity": 1,
  "e_lumo_ev": -7.9,
  "largest_force_ev_per_a": 4.48,
  "homo_ev": -16.632,
  "charge": 2
}

=====

{
  "formula": "C8H12N2PW",
  "method": "ωB97M-V/def2-TZVPD",
  "species": ["C", "C", "C", "C", "C", "W", "P", "H", "H", "H", "H", "H", "H", "H", "H", "N", "C", "C", "N", "C", "H", "H", "H", "H"],
  "xyz": [[1.0706, 0.7605, -1.9137], [0.2906, 0.3804, -3.0198], [-0.2312, -0.9212, -3.1035], [-0.0639, -1.8155, -2.0203], [0.6341, -1.4042, -0.8762], [-0.5008, 0.2701, -0.8218], [-0.0416, 2.5140, -0.0572], [1.8449, 1.5116, -1.9680], [0.0972, 1.0950, -3.8361], [-0.7521, -1.2454, -4.0023], [1.0430, -2.0801, -0.1346], [-0.5257, -2.8131, -2.0617], [-0.9137, 3.1611, 0.8632], [0.0890, 3.5835, -1.0117], [1.1695, 2.7236, 0.6685], [-0.0742, -0.2380, 3.4149], [-0.6127, -1.4735, 3.0709], [-0.8099, -1.4448, 1.7305], [-0.3571, -0.2046, 1.2362], [0.0599, 0.4992, 2.2977], [0.1117, 0.0893, 4.3604], [-0.8290, -2.2426, 3.7960], [-1.1561, -2.2120, 1.0612], [0.4576, 1.5070, 2.3274]],
  "forces_ev_per_a": [[0.5, 0.1, -0.3], [0.3, 0.4, -1.1], [-0.9, 0.5, 0.2], [0.2, -0.4, 0.6], [-0.8, 0.4, -0.7], [0.6, -1.9, -0.2], [0.1, 1.7, 0.0], [0.0, 0.2, 0.0], [0.5, -0.6, 0.1], [-0.3, 0.2, 0.4], [0.1, 0.1, 0.0], [0.6, 0.3, -0.3], [0.2, -0.1, -0.2], [0.0, -0.6, 0.5], [-0.3, -0.1, -0.4], [-0.2, -0.3, -0.1], [-0.1, 0.4, 0.2], [0.8, 0.8, 0.1], [-0.7, 0.0, 1.7], [-0.4, -0.9, 0.0], [0.0, -0.2, -0.4], [0.1, 0.2, 0.0], [-0.1, 0.0, 0.1], [-0.1, -0.3, -0.1]],
  "nbo_charge": [-0.38, -0.37, -0.21, -0.34, -0.29, 0.79, 0.22, 0.22, 0.25, 0.25, 0.22, 0.25, 0.03, 0.06, 0.05, -0.48, -0.06, -0.08, -0.52, 0.23, 0.45, 0.25, 0.25, 0.23],
  "de_lowest_kj_mol": 189.2,
  "orbital_gap_ha": [0.1995, 0.2862],
  "spin_multiplicity": 3,
  "e_lumo_ev": [-3.8, -3.7],
  "largest_force_ev_per_a": 2.03,
  "homo_ev": [-9.249, -11.483],
  "charge": 1
}